Entry 1:
{
  "formula": "C37H41F3N4O3PtS",
  "method": "ωB97M-V with the def2-TZVPD basis set",
  "charge": -1,
  "s2": 8.813,
  "orbital_gap_ha": [0.175, 0.201],
  "lumo_ev": [2.41, 0.12],
  "spin_multiplicity": 6,
  "elements": ["Pt", "C", "C", "C", "C", "C", "C", "C", "C", "C", "C", "C", "C", "N", "C", "O", "C", "C", "C", "C", "C", "N", "C", "O", "N", "C", "C", "C", "C", "C", "C", "C", "C", "C", "C", "C", "C", "H", "H", "H", "H", "H", "H", "H", "H", "H", "H", "H", "H", "H", "H", "H", "H", "H", "H", "H", "H", "H", "H", "H", "H", "H", "H", "H", "H", "H", "H", "H", "H", "H", "H", "H", "H", "H", "O", "N", "C", "C", "C", "C", "C", "S", "H", "H", "H", "H", "F", "C", "F", "F"],
  "xyz": [[4.362419, -16.270762, 8.040426], [4.772060, -11.912915, 10.741706], [4.017139, -12.595108, 9.587170], [2.535344, -12.275682, 9.619493], [4.775210, -12.290604, 8.313097], [4.769742, -10.973334, 7.808511], [5.354612, -10.669401, 6.622462], [6.049040, -11.659710, 5.913441], [6.182660, -12.931752, 6.396711], [7.150701, -13.891893, 5.648952], [6.796128, -14.006687, 4.135742], [8.638661, -13.562795, 5.828221], [5.518923, -13.254812, 7.625763], [5.696932, -14.576064, 8.202316], [6.831721, -14.776137, 8.965802], [7.765763, -13.953167, 9.133020], [6.902871, -16.210956, 9.412782], [7.968992, -16.750608, 10.152515], [7.936704, -18.085976, 10.565708], [6.838402, -18.864808, 10.205826], [5.829197, -18.323922, 9.424444], [5.942427, -17.047473, 8.942514], [4.596930, -19.080075, 8.962532], [4.302577, -20.215525, 9.223468], [3.879180, -18.243149, 8.133130], [3.027228, -18.934817, 7.312914], [1.777374, -19.249376, 7.839124], [0.839358, -19.706370, 6.886360], [1.160990, -20.124184, 5.638114], [2.494881, -20.073759, 5.274900], [3.449831, -19.568091, 6.099275], [4.909993, -19.730794, 5.657869], [5.100688, -21.238669, 5.288403], [5.438785, -18.811113, 4.582605], [1.400451, -19.239385, 9.285342], [0.549280, -18.002328, 9.626384], [0.652818, -20.589252, 9.700232], [4.381505, -12.313307, 11.699854], [4.543509, -10.813904, 10.709672], [5.828584, -12.200857, 10.670775], [4.146837, -13.657651, 9.890545], [2.337828, -11.178936, 9.498173], [2.061673, -12.644694, 10.607262], [1.854336, -12.773324, 8.951562], [4.399518, -10.146169, 8.395042], [5.248080, -9.703751, 6.210738], [6.568026, -11.417808, 4.980949], [6.865104, -14.848430, 6.078969], [6.794643, -13.050555, 3.584711], [5.771351, -14.490283, 4.063038], [7.491559, -14.622052, 3.606249], [8.939172, -12.590100, 5.448594], [9.224391, -14.312731, 5.321177], [8.866182, -13.527956, 6.896112], [8.851353, -16.036329, 10.363752], [8.665903, -18.500344, 11.213941], [6.669290, -19.889834, 10.548916], [-0.241625, -19.666610, 7.227873], [0.429500, -20.446087, 4.951952], [2.816694, -20.439647, 4.313053], [5.507062, -19.547255, 6.607917], [5.086907, -21.857307, 6.192671], [5.964577, -21.400052, 4.664668], [4.285922, -21.582925, 4.600571], [4.679026, -18.587871, 3.734268], [6.320535, -19.167062, 4.092418], [5.637755, -17.819476, 4.958105], [2.271519, -19.210978, 9.881269], [-0.449556, -18.001908, 9.082544], [1.027816, -17.098269, 9.243813], [0.251169, -17.995702, 10.664045], [-0.076361, -20.884475, 8.908434], [0.154119, -20.480472, 10.656410], [1.354436, -21.407068, 9.757382], [3.128709, -16.533028, 4.580293], [2.415768, -15.472028, 4.553779], [2.072491, -14.855036, 3.363780], [1.315673, -13.708030, 3.330753], [1.057789, -13.115230, 4.599711], [1.526211, -13.633060, 5.791963], [2.144768, -14.876176, 5.779475], [2.355019, -15.909466, 7.190550], [2.557521, -15.320993, 2.526187], [1.234519, -13.134835, 2.431668], [0.433294, -12.257755, 4.609551], [1.381331, -13.067228, 6.638699], [-0.146151, -15.930783, 12.388125], [-1.188691, -15.051798, 12.493949], [-0.781966, -13.828262, 12.799743], [-1.915326, -15.542251, 13.507586]],
  "forces_ev_per_a": [[1.0, -0.3, 0.0], [-1.0, 0.4, 0.4], [0.9, -1.2, 0.9], [-1.2, 0.6, 1.7], [-0.3, 0.1, -0.6], [-0.2, -0.6, 0.8], [0.6, -1.1, -0.9], [0.0, 0.8, -0.4], [0.6, -0.4, 0.5], [-1.2, 0.4, -0.4], [-1.7, 0.2, 0.7], [-0.6, 0.1, 0.9], [0.6, -0.9, -0.2], [-0.7, 0.4, 0.1], [0.6, -0.3, -0.9], [-1.5, -0.9, 0.0], [2.3, 0.4, 0.9], [0.4, 2.2, -0.4], [-0.1, 0.2, -0.2], [-1.7, -0.1, -0.5], [0.2, -1.7, 0.8], [-0.7, 0.3, -0.3], [1.9, 3.1, 0.1], [0.0, -1.6, 0.3], [1.2, 0.2, 0.7], [-1.0, -1.8, -0.6], [-0.5, -0.7, -2.0], [-2.1, 0.4, 2.1], [0.7, 0.7, -0.1], [-0.4, -0.5, -0.7], [0.4, 1.5, 0.3], [0.5, -0.8, 1.8], [-1.1, 0.3, -0.6], [-2.1, 1.2, -1.6], [-2.0, -0.2, 0.3], [-1.5, -0.4, -1.4], [0.1, 1.0, -1.5], [0.2, 0.3, -0.4], [0.8, -0.8, 0.2], [-0.2, 0.6, 0.0], [-0.2, 0.4, -0.9], [0.2, -0.8, 0.3], [1.0, 0.9, -1.0], [0.3, -0.4, -1.0], [-0.6, -0.1, 0.2], [0.1, 1.1, -0.3], [-0.3, 0.1, 0.3], [0.7, -0.4, 0.1], [-0.2, -0.2, 0.4], [1.1, 0.7, -0.2], [0.6, -0.7, -0.2], [-0.3, 0.2, -0.4], [0.3, -0.3, 0.0], [0.1, -0.3, 0.0], [-1.7, -1.3, -0.2], [0.8, -0.2, 0.3], [0.3, 0.3, -0.1], [1.3, -0.5, -0.6], [-0.8, -0.3, -0.7], [-0.2, -0.1, -0.2], [-0.4, -0.2, -1.2], [0.1, 0.0, -0.3], [0.8, 0.0, 0.3], [0.5, 0.2, 0.8], [0.9, -0.7, 1.3], [0.7, -0.4, -0.1], [0.2, 0.3, 0.4], [1.0, 0.2, 0.5], [1.0, -0.3, 0.3], [0.1, 0.0, 0.7], [0.4, 0.4, 0.5], [0.3, 0.3, 0.8], [-0.1, 0.1, 0.2], [0.4, -0.2, 0.1], [0.4, -0.4, -0.7], [-0.2, -0.6, -0.4], [-0.8, 1.5, -1.4], [2.4, -2.2, 0.5], [-0.8, 0.7, -0.1], [0.9, -2.2, -1.8], [-0.5, 1.6, 2.6], [-0.2, 1.0, -0.1], [-0.2, -0.1, -0.3], [-0.4, -0.1, -0.5], [-0.3, 0.8, 0.2], [-0.3, 0.7, 2.1], [-1.0, 1.5, -0.7], [1.6, -1.6, 2.0], [-0.1, -0.5, -0.6], [-0.5, 0.6, -0.8]],
  "mulliken_charge": [0.955, -1.606, 1.123, -1.263, 1.038, -0.790, -1.508, -0.423, 0.715, 0.807, -1.286, -1.531, -0.794, 0.807, 0.414, -0.813, -0.261, -0.182, -0.817, -0.430, -0.489, -0.040, 0.544, -0.729, 0.258, 0.359, 0.764, -0.187, -2.006, 0.128, -0.038, 0.902, -1.438, -1.088, 0.708, -1.354, -1.525, 0.406, 0.300, 0.369, -0.057, 0.205, 0.321, 0.193, 0.317, 0.429, 0.252, -0.080, 0.294, 0.181, 0.454, 0.310, 0.428, 0.351, 0.302, 0.417, 0.425, 0.300, 0.445, 0.419, -0.190, 0.349, 0.445, 0.289, 0.087, 0.502, 0.047, 0.239, 0.212, 0.212, 0.488, 0.287, 0.446, 0.368, -0.280, 0.192, -0.222, -0.840, -0.752, -0.497, 0.748, -0.668, 0.457, 0.362, 0.430, 0.386, -0.142, 0.477, -0.150, -0.187]
}

Entry 2:
{
  "formula": "C37H41IN3O2PSe2W",
  "method": "ωB97M-V with the def2-TZVPD basis set",
  "charge": 0,
  "orbital_gap_ha": 0.237,
  "lumo_ev": -0.96,
  "spin_multiplicity": 1,
  "elements": ["W", "C", "C", "C", "C", "N", "C", "C", "C", "C", "C", "C", "N", "H", "H", "H", "H", "H", "H", "H", "H", "C", "C", "C", "C", "C", "C", "P", "C", "C", "C", "C", "C", "C", "C", "C", "C", "C", "C", "C", "H", "H", "H", "H", "H", "H", "H", "H", "H", "H", "H", "H", "H", "H", "O", "C", "C", "C", "O", "C", "Se", "C", "Se", "H", "H", "H", "H", "H", "H", "H", "H", "H", "H", "I", "C", "C", "C", "C", "N", "H", "H", "H", "H", "H", "H", "H", "H", "H"],
  "xyz": [[-0.556457, 0.929999, 1.048452], [1.162631, -2.751005, 3.190358], [0.176079, -3.701523, 3.018775], [-1.037624, -3.297794, 2.492829], [-1.209852, -1.978250, 2.108356], [-0.202507, -1.090215, 2.146236], [0.940412, -1.466729, 2.729427], [-2.552959, -1.402033, 1.896935], [-3.701074, -2.174629, 1.826071], [-4.935733, -1.559349, 1.950143], [-4.973560, -0.197578, 2.181360], [-3.783314, 0.511929, 2.168480], [-2.599976, -0.063930, 1.979263], [2.108970, -2.987752, 3.653996], [0.329886, -4.728014, 3.323071], [-1.861844, -3.992208, 2.433583], [1.700654, -0.710415, 2.832306], [-3.634741, -3.244944, 1.699244], [-5.845556, -2.142390, 1.897469], [-5.904330, 0.326620, 2.343739], [-3.766000, 1.586347, 2.289917], [2.211438, -5.939072, 0.811676], [3.125005, -4.919906, 1.045325], [2.889596, -3.639310, 0.564098], [1.732090, -3.350647, -0.156044], [0.815576, -4.382516, -0.370488], [1.053049, -5.668157, 0.097088], [1.208418, -1.721080, -0.837070], [2.025443, -1.711576, -2.478350], [2.378922, -2.866827, -3.170188], [2.886218, -2.787598, -4.462143], [3.041715, -1.556107, -5.078138], [2.689164, -0.397660, -4.395945], [2.183039, -0.473826, -3.109089], [2.224045, -0.482913, 0.048121], [3.617312, -0.574539, -0.069024], [4.462471, 0.215568, 0.684831], [3.902282, 1.126048, 1.570109], [2.529126, 1.279823, 1.629093], [1.637577, 0.506830, 0.858850], [2.402274, -6.937704, 1.183809], [4.030465, -5.123058, 1.604164], [3.608560, -2.859099, 0.772403], [-0.102302, -4.167346, -0.908446], [0.332133, -6.454039, -0.091735], [2.270024, -3.835723, -2.698065], [3.165569, -3.694518, -4.983703], [3.439854, -1.495916, -6.082818], [2.813495, 0.569406, -4.866973], [1.924929, 0.436572, -2.575867], [4.039089, -1.283242, -0.772518], [5.536409, 0.121882, 0.584315], [4.531445, 1.749966, 2.192879], [2.136022, 2.032149, 2.296770], [-2.460656, 7.114123, 0.246955], [-1.933024, 6.033299, -0.511247], [-0.773497, 5.294807, 0.172585], [0.265493, 6.336960, 0.621627], [1.572202, 5.822657, 0.816030], [-1.279331, 4.535067, 1.399101], [-2.230546, 2.913054, 0.897569], [-0.200450, 4.326360, -0.868440], [0.827829, 2.806766, -0.166001], [-3.009342, 6.760036, 0.952511], [-1.572687, 6.472306, -1.443819], [-2.717596, 5.310434, -0.762786], [-0.095864, 6.821443, 1.535272], [0.352149, 7.116497, -0.139365], [1.516265, 4.915019, 1.144729], [-1.978529, 5.140137, 1.978581], [-0.475275, 4.242653, 2.072228], [0.532454, 4.839875, -1.493814], [-0.993344, 3.945788, -1.509700], [-0.263478, 1.783331, 3.833362], [-1.874008, -1.383621, -2.144433], [-2.020588, 0.030638, -1.582480], [-3.489554, 0.256510, -1.212034], [-1.571081, 1.063953, -2.615417], [-1.211519, 0.247143, -0.390818], [-2.649513, -1.531674, -2.898693], [-2.001517, -2.131682, -1.359135], [-0.904525, -1.535506, -2.611614], [-4.098654, 0.195707, -2.115426], [-3.633962, 1.240331, -0.766866], [-3.834152, -0.511700, -0.517187], [-2.116812, 0.910241, -3.548250], [-0.502776, 0.965814, -2.811456], [-1.767672, 2.071235, -2.248510]],
  "forces_ev_per_a": [[0.0, 0.0, 0.2], [0.0, 0.0, 0.0], [0.0, 0.0, 0.0], [0.0, 0.0, 0.0], [0.0, 0.0, 0.0], [0.0, 0.0, 0.0], [0.0, 0.0, 0.0], [0.0, 0.0, 0.0], [0.0, 0.0, 0.0], [0.0, 0.0, 0.0], [0.0, 0.0, 0.0], [0.0, 0.0, 0.0], [0.0, 0.1, 0.0], [0.0, 0.0, 0.0], [0.0, 0.0, 0.0], [0.0, 0.0, 0.0], [0.0, 0.0, 0.0], [0.0, 0.0, 0.0], [0.0, 0.0, 0.0], [0.0, 0.0, 0.0], [0.0, 0.0, 0.0], [0.0, 0.0, 0.0], [0.0, 0.0, 0.0], [0.0, 0.0, 0.0], [0.0, 0.0, 0.0], [0.0, 0.0, 0.0], [0.0, 0.0, 0.0], [0.0, 0.0, 0.0], [0.0, 0.0, 0.0], [0.0, 0.0, 0.0], [0.0, 0.0, 0.0], [0.0, 0.0, 0.0], [0.0, 0.0, 0.0], [0.0, 0.0, 0.0], [0.0, -0.1, -0.1], [0.0, 0.0, 0.0], [0.0, 0.0, 0.0], [0.1, 0.0, 0.0], [-0.1, 0.0, 0.0], [0.0, 0.0, 0.0], [0.0, 0.0, 0.0], [0.0, 0.0, 0.0], [0.0, 0.0, 0.0], [0.0, 0.0, 0.0], [0.0, 0.0, 0.0], [0.0, 0.0, 0.0], [0.0, 0.0, 0.0], [0.0, 0.0, 0.0], [0.0, 0.0, 0.0], [0.0, 0.0, 0.0], [0.0, 0.0, 0.0], [0.0, 0.0, 0.0], [0.0, 0.0, 0.0], [0.0, 0.0, 0.0], [0.0, 0.0, 0.0], [0.0, 0.0, 0.0], [0.0, 0.1, 0.0], [0.0, 0.0, 0.0], [0.0, 0.0, 0.0], [0.0, 0.0, 0.0], [0.0, -0.1, 0.0], [0.0, 0.0, 0.0], [0.0, 0.0, 0.0], [0.0, 0.0, 0.0], [0.0, 0.0, 0.0], [0.0, 0.0, 0.0], [0.0, 0.0, 0.0], [0.0, 0.0, 0.0], [0.0, 0.0, 0.0], [0.0, 0.0, 0.0], [0.0, 0.0, 0.0], [0.0, 0.0, 0.0], [0.0, 0.0, 0.0], [0.0, 0.0, 0.0], [0.0, 0.0, 0.0], [-0.1, 0.0, 0.0], [0.0, 0.0, 0.0], [0.0, 0.0, 0.0], [0.1, 0.1, -0.1], [0.0, 0.0, 0.0], [0.0, 0.0, 0.0], [0.0, 0.0, 0.0], [0.0, 0.0, 0.0], [0.0, 0.0, 0.0], [0.0, 0.0, 0.0], [0.0, 0.0, 0.0], [0.0, 0.0, 0.0], [0.0, 0.0, 0.0]],
  "mulliken_charge": [-1.601, -1.015, -0.673, -0.914, 0.747, 0.397, -0.167, 0.508, -0.671, -0.730, -0.889, -0.291, 0.517, 0.478, 0.449, 0.294, 0.487, 0.422, 0.439, 0.465, 0.447, -0.711, -0.487, -0.735, 0.279, -0.432, -0.614, 1.468, 0.420, -0.690, -0.691, -0.500, -0.915, -0.444, 1.191, -0.640, -0.885, -1.069, 0.317, -0.641, 0.366, 0.421, 0.461, 0.323, 0.455, 0.407, 0.414, 0.378, 0.438, 0.593, 0.607, 0.426, 0.421, 0.170, -0.572, -1.352, 2.006, -1.030, -0.538, -1.361, -0.085, -1.450, 0.070, 0.344, 0.534, 0.350, 0.256, 0.493, 0.290, 0.522, 0.314, 0.448, 0.452, -0.268, -1.362, 1.697, -1.423, -1.288, 1.412, 0.549, 0.204, 0.262, 0.503, 0.202, 0.308, 0.451, 0.111, 0.146]
}

DFT total energy values (in a.u.) by entry order: -2696.151717, -7258.340510.
Energy above the lowest of the compared OMol25 structures with the same formula, charge and spin values (in kJ/mol) by entry order: 138.01, 0.67.